1.
{
  "formula": "C37H42BrGeN2O6PdS",
  "method": "the ωB97M-V functional and the def2-TZVPD basis",
  "total_charge": -1,
  "orbital_gap_ev": [7.844, 6.564],
  "s2": 2.02,
  "spin_multiplicity": 3,
  "elements": ["Pd", "C", "C", "C", "C", "C", "C", "C", "S", "O", "O", "N", "C", "C", "O", "O", "H", "H", "H", "H", "H", "H", "H", "H", "H", "N", "C", "C", "C", "C", "C", "C", "C", "C", "C", "C", "C", "C", "C", "H", "H", "H", "H", "H", "H", "H", "H", "H", "H", "C", "C", "C", "C", "Ge", "C", "C", "C", "C", "H", "H", "H", "H", "H", "H", "H", "H", "H", "H", "H", "H", "H", "H", "H", "H", "H", "H", "H", "Br", "C", "C", "C", "C", "C", "C", "C", "O", "O", "H", "H", "H", "H"],
  "positions_angstrom": [[0.8297, -0.4409, -0.6729], [3.5345, -0.2233, 5.4696], [3.5730, -0.3181, 3.9624], [2.7958, -1.2536, 3.2844], [2.8457, -1.3588, 1.9022], [3.6925, -0.5290, 1.1804], [4.5005, 0.3885, 1.8419], [4.4258, 0.4984, 3.2234], [3.7583, -0.6612, -0.6009], [5.1454, -0.4183, -0.9204], [3.2350, -1.9799, -0.8852], [2.7718, 0.3938, -1.2744], [3.0372, 1.8097, -0.9979], [1.7880, 2.6882, -1.0832], [1.9373, 3.8757, -0.7905], [0.6857, 2.1576, -1.5002], [2.6320, -0.6885, 5.8704], [3.5581, 0.8184, 5.7989], [4.4002, -0.7298, 5.9078], [2.1419, -1.9107, 3.8517], [2.2609, -2.1024, 1.3788], [5.1983, 0.9894, 1.2725], [5.0450, 1.2288, 3.7376], [3.7281, 2.2174, -1.7370], [3.4695, 1.9922, -0.0130], [0.0957, 0.2557, 0.9842], [-0.6635, -0.0346, 1.9388], [-0.4088, 0.6151, 3.2674], [0.3265, 1.7980, 3.3132], [0.5933, 2.4086, 4.5267], [0.1454, 1.8339, 5.7109], [-0.5749, 0.6459, 5.6735], [-0.8604, 0.0418, 4.4543], [-1.8275, -0.9732, 1.8091], [-3.1185, -0.4655, 1.9124], [-4.2068, -1.3106, 1.7611], [-4.0068, -2.6677, 1.5226], [-2.7170, -3.1738, 1.4425], [-1.6243, -2.3269, 1.5883], [0.6828, 2.2316, 2.3833], [1.1584, 3.3328, 4.5506], [0.3533, 2.3119, 6.6619], [-0.9136, 0.1840, 6.5936], [-1.4320, -0.8782, 4.4254], [-3.2710, 0.5920, 2.1003], [-5.2128, -0.9099, 1.8210], [-4.8589, -3.3268, 1.4010], [-2.5517, -4.2275, 1.2544], [-0.6177, -2.7157, 1.4971], [-4.7304, 0.8678, -4.3343], [-3.4049, 1.4449, -3.8429], [-2.2380, 0.4703, -4.0060], [-0.9475, 0.9492, -3.3401], [-1.0776, 0.9198, -1.3935], [-1.9509, 2.3471, -0.3552], [-1.5085, 3.8025, -0.5270], [-1.7881, 4.3845, -1.9062], [-1.2045, 5.7885, -2.0529], [-5.5500, 1.5817, -4.2110], [-4.9852, -0.0389, -3.7774], [-4.6721, 0.6049, -5.3958], [-3.4974, 1.7130, -2.7846], [-3.1796, 2.3696, -4.3838], [-2.0528, 0.3045, -5.0734], [-2.5292, -0.4974, -3.5757], [-0.6524, 1.9491, -3.6600], [-0.1208, 0.2782, -3.5701], [-2.0746, -0.2632, -1.1446], [-1.8397, 2.0639, 0.6950], [-3.0149, 2.2254, -0.6049], [-0.4368, 3.8816, -0.3453], [-2.0174, 4.4134, 0.2301], [-2.8683, 4.3951, -2.0999], [-1.3288, 3.7321, -2.6525], [-1.6657, 6.4834, -1.3415], [-1.3587, 6.1861, -3.0604], [-0.1289, 5.7615, -1.8516], [2.9455, -7.5370, -1.4274], [2.0119, -6.2110, -2.4240], [1.5648, -6.5268, -3.6994], [0.8919, -5.5569, -4.4296], [0.6611, -4.3018, -3.8817], [1.0834, -4.0206, -2.5907], [1.7770, -4.9758, -1.8535], [0.7284, -2.7140, -1.9442], [0.3310, -2.7703, -0.7492], [0.7912, -1.6350, -2.5932], [1.7438, -7.5106, -4.1101], [0.5439, -5.7861, -5.4289], [0.1461, -3.5302, -4.4440], [2.1242, -4.7268, -0.8582]],
  "atomic_forces_ev_per_a": [[0.2320, -0.4301, -0.5566], [0.0096, 0.0032, -0.1100], [0.0049, -0.0094, 0.1034], [-0.0488, 0.0276, 0.0769], [0.0933, 0.0662, 0.0763], [-0.0388, 0.1507, 0.0240], [-0.0661, -0.0195, 0.0610], [-0.0049, 0.0371, -0.0104], [0.5370, -0.0801, -0.3177], [0.0317, 0.2815, -0.0792], [-0.1362, -0.1104, 0.0115], [-0.1049, 0.0014, 0.8245], [-0.2643, -0.4298, -0.2530], [-0.1244, 0.1142, 0.0367], [-0.2325, -0.3173, -0.1218], [0.2420, 0.0192, 0.2004], [0.0343, 0.0374, -0.0248], [-0.0134, -0.0626, -0.0201], [-0.0573, 0.0304, -0.0059], [0.0250, 0.0428, -0.0495], [-0.0881, -0.0369, -0.0709], [-0.0347, -0.0064, 0.0192], [-0.0299, -0.0672, -0.0354], [0.1331, -0.0034, -0.0168], [0.0284, -0.0034, 0.1001], [0.0969, -0.4556, 0.0611], [0.0397, 0.1914, 0.4240], [-0.0677, 0.0273, 0.0034], [0.0510, 0.0723, -0.1159], [0.0480, -0.0118, 0.0480], [-0.0517, -0.0799, -0.0020], [0.0443, 0.0150, -0.0677], [-0.0050, 0.0301, -0.0187], [0.1099, 0.0882, 0.0447], [-0.1002, 0.0029, 0.0454], [-0.0103, -0.0611, -0.0268], [0.0233, 0.0764, 0.0281], [-0.0017, 0.0547, 0.0386], [0.0570, -0.0836, -0.1215], [-0.0341, -0.0109, 0.0906], [-0.0257, -0.0313, -0.0164], [0.0074, -0.0308, -0.0525], [-0.0094, 0.0370, -0.0354], [0.0137, 0.0096, -0.0200], [0.0208, -0.0406, -0.0252], [0.0620, -0.0287, 0.0021], [0.0426, 0.0279, -0.0039], [-0.0093, 0.0330, -0.0026], [-0.0450, 0.0326, -0.0629], [0.0361, 0.0516, -0.0172], [0.0172, -0.1647, -0.0399], [0.0569, 0.0670, 0.0622], [-0.1505, -0.0120, -0.1363], [-0.2248, 1.2244, -0.6543], [0.0433, 0.1466, 0.0242], [-0.0629, -0.1387, 0.0247], [0.0872, 0.0361, 0.0247], [-0.0111, -0.0302, 0.0312], [0.0474, -0.0584, -0.0129], [0.0090, 0.0495, -0.0519], [-0.0089, -0.0008, 0.0859], [-0.0315, 0.0502, -0.0526], [0.0108, 0.0279, 0.0881], [-0.0805, -0.0681, 0.0033], [0.0458, 0.0257, -0.0921], [-0.0674, -0.0323, -0.0101], [0.0171, 0.0011, -0.0413], [0.1872, -0.3624, 0.2623], [-0.1050, -0.0274, -0.0357], [0.0219, 0.0151, 0.0892], [-0.0276, 0.0223, 0.0719], [-0.0001, 0.0211, -0.0146], [0.0319, -0.0244, -0.0323], [-0.0428, 0.0186, -0.0157], [0.0459, -0.0552, -0.0552], [0.0064, -0.0098, 0.0686], [-0.1002, 0.0092, -0.0258], [0.0044, 0.0236, -0.0109], [-0.0339, -0.0304, -0.0474], [0.0069, 0.0813, 0.0240], [0.0196, 0.0119, 0.0496], [0.0132, 0.0454, -0.0687], [-0.0556, 0.0462, -0.1312], [-0.0177, 0.0870, 0.0512], [-0.4024, -0.0914, 0.3234], [0.1845, 0.1819, -0.0434], [0.1404, -0.1080, 0.2641], [0.0170, -0.0007, -0.0116], [0.0072, -0.0035, -0.0015], [0.0354, -0.0718, 0.0408], [-0.0538, -0.0527, -0.0633]]
}

***

2.
{
  "formula": "C18H20N2O4S",
  "method": "the ωB97M-V functional and the def2-TZVPD basis",
  "orbital_gap_ev": 8.972,
  "elements": ["C", "C", "H", "H", "O", "C", "O", "C", "C", "C", "S", "C", "N", "N", "C", "O", "C", "O", "C", "C", "C", "C", "C", "C", "H", "C", "H", "H", "C", "H", "H", "C", "H", "H", "H", "H", "H", "H", "H", "H", "H", "H", "H", "H", "H"],
  "positions_angstrom": [[0.9013, 3.2466, 0.0050], [2.1893, 3.4981, -0.7652], [1.9955, 4.0205, -1.7039], [2.8923, 4.0737, -0.1540], [2.8073, 2.2674, -1.1478], [3.5240, 1.6331, -0.2253], [3.7522, 2.0529, 0.8777], [3.9814, 0.2762, -0.7380], [2.9416, -0.7045, -0.2944], [2.8865, -1.3128, 0.9219], [1.4739, -2.2870, 1.0567], [1.0513, -1.7903, -0.5664], [1.9036, -0.9944, -1.1199], [-0.0158, -2.2623, -1.2917], [-1.1643, -2.9286, -0.9689], [-1.8725, -3.3655, -1.8486], [-1.5254, -3.0869, 0.5036], [-1.1985, -1.9983, 1.3247], [-1.7062, -0.7562, 1.0292], [-1.2420, 0.2771, 1.8408], [-1.6795, 1.5758, 1.6513], [-2.5841, 1.8378, 0.6409], [-3.0447, 0.8057, -0.1686], [-2.6163, -0.4956, 0.0096], [-2.9945, -1.2771, -0.6304], [-4.0024, 1.3298, -1.1969], [-4.8679, 0.6821, -1.3339], [-3.4933, 1.4153, -2.1611], [-4.3819, 2.7153, -0.6497], [-4.5924, 3.4305, -1.4432], [-5.2739, 2.6255, -0.0280], [-3.1931, 3.1448, 0.2256], [-3.4996, 3.7541, 1.0756], [-2.4685, 3.7217, -0.3563], [-1.3175, 2.3675, 2.2897], [-0.5391, 0.0340, 2.6218], [-0.9650, -3.9350, 0.9134], [-2.5968, -3.3236, 0.5514], [0.0843, -2.0845, -2.2877], [3.5715, -1.2271, 1.7396], [4.9478, 0.0337, -0.2991], [4.0259, 0.2901, -1.8248], [1.1227, 2.7431, 0.9425], [0.2298, 2.6183, -0.5755], [0.4121, 4.1922, 0.2202]],
  "atomic_forces_ev_per_a": [[0.3666, -0.1197, -0.1964], [-0.2024, 0.4036, 0.3478], [0.0720, -0.0622, 0.1069], [-0.0872, -0.0466, -0.1703], [-0.1301, -0.0693, -0.3931], [0.4581, -0.2333, -0.0466], [-0.0143, 0.0978, 0.1459], [-0.1974, 0.2576, 0.1745], [0.2531, -0.4480, 0.6930], [-0.0020, -0.1071, -0.3364], [0.4165, 0.3960, -0.5823], [0.4721, -0.1048, 1.0781], [-0.4558, 0.0301, -0.6761], [-0.1458, 0.0230, -0.7112], [0.0144, 0.0167, 0.0963], [-0.1609, -0.0959, 0.0730], [-0.3291, -0.1804, 0.0113], [-0.3093, 0.1287, 0.0727], [-0.0603, 0.2204, 0.0028], [0.0813, -0.1538, 0.0329], [-0.0034, -0.1814, -0.0380], [-0.1612, -0.1260, -0.1277], [0.1001, 0.2144, 0.2301], [0.1204, -0.2978, 0.1008], [-0.0651, -0.1276, -0.0645], [-0.0883, 0.0050, -0.1161], [-0.0013, -0.0215, -0.0735], [-0.0322, -0.0197, -0.0539], [-0.0067, 0.0610, -0.0555], [-0.0774, 0.0184, 0.0144], [-0.0198, 0.0110, -0.0017], [-0.0088, 0.1218, 0.0063], [0.0287, 0.0750, -0.0101], [0.0081, 0.0821, -0.0009], [0.0631, 0.0806, 0.0946], [0.0911, -0.0360, 0.1073], [-0.1085, 0.0394, -0.0866], [0.2014, 0.0170, -0.1105], [-0.0721, -0.0644, 0.1788], [0.1690, 0.0837, 0.2079], [-0.0305, 0.1015, -0.0354], [0.0783, -0.0559, 0.0345], [-0.0204, -0.0213, 0.0839], [-0.1082, -0.0361, -0.0437], [-0.0956, 0.1241, 0.0369]]
}

***

3.
{
  "formula": "C16H12BCl3F4LiN4O",
  "method": "the ωB97M-V functional and the def2-TZVPD basis",
  "total_charge": -1,
  "orbital_gap_ev": 7.134,
  "elements": ["Li", "N", "C", "N", "C", "C", "O", "C", "C", "H", "H", "H", "H", "H", "H", "H", "H", "F", "B", "F", "F", "F", "N", "C", "C", "C", "C", "C", "C", "C", "C", "C", "H", "H", "H", "H", "Cl", "C", "Cl", "Cl", "C", "N"],
  "positions_angstrom": [[-0.4196, -0.4257, 0.7669], [-1.8842, 0.8796, 0.7270], [-2.9889, 1.1912, 0.8272], [-4.2558, 1.5486, 0.9432], [-4.5748, 2.7922, 1.6449], [-4.6979, 3.9280, 0.6350], [-5.6472, 3.6075, -0.3693], [-5.2733, 2.4394, -1.0846], [-5.1828, 1.2416, -0.1462], [-3.7995, 3.0044, 2.3786], [-5.5262, 2.6502, 2.1621], [-3.7161, 4.1126, 0.1789], [-5.0489, 4.8394, 1.1171], [-4.2997, 2.5919, -1.5691], [-6.0354, 2.2837, -1.8468], [-4.8450, 0.3522, -0.6745], [-6.1614, 1.0429, 0.2960], [-0.3751, -1.8989, 1.6682], [-1.4898, -2.3332, 2.5314], [-2.1132, -1.1567, 2.9888], [-0.9699, -3.0676, 3.5784], [-2.3603, -3.0758, 1.7394], [8.5324, -4.9901, -0.6102], [7.5747, -4.3514, -0.5866], [6.3899, -3.5573, -0.5494], [5.6968, -3.3874, 0.6521], [4.5550, -2.6151, 0.6883], [4.0760, -1.9935, -0.4729], [4.7830, -2.1620, -1.6732], [5.9238, -2.9341, -1.7104], [2.9078, -1.1942, -0.4517], [2.0290, -0.3765, -0.5880], [6.0674, -3.8688, 1.5473], [4.0116, -2.4801, 1.6133], [4.4233, -1.6580, -2.5596], [6.4764, -3.0534, -2.6331], [0.6378, 2.4093, -3.6278], [1.3169, 2.2809, -2.0167], [3.3233, 1.8246, -2.4667], [1.4947, 3.8588, -1.2702], [0.5756, 1.3938, -1.1962], [0.8692, 0.3069, -0.5808]],
  "atomic_forces_ev_per_a": [[0.0260, 0.3256, -0.1879], [-0.2945, -0.0442, 0.0798], [0.2080, 0.0278, -0.0943], [-0.1959, -0.0848, 0.2019], [-0.0127, 0.2223, -0.0992], [0.0322, -0.1327, 0.0524], [-0.0064, -0.0191, 0.0187], [0.0542, -0.0705, 0.1057], [-0.0356, 0.1479, -0.2227], [0.0039, -0.0434, 0.0173], [0.0194, -0.0240, 0.0111], [-0.0195, 0.0398, -0.0098], [0.0268, 0.0100, -0.0008], [-0.0290, 0.0182, -0.0337], [0.0182, -0.0151, -0.0123], [0.0231, -0.0198, 0.0413], [0.0177, -0.0295, 0.0146], [-0.0962, -0.3372, 0.2742], [-0.1524, 0.1369, 0.0412], [0.1048, -0.1576, -0.0763], [0.0380, -0.0102, -0.0498], [0.0655, 0.0559, 0.0310], [-0.0764, 0.0448, -0.0103], [0.3344, -0.2212, 0.0077], [-0.3992, 0.2876, 0.0263], [0.1605, -0.0818, -0.0918], [-0.1142, 0.0583, -0.0828], [0.3510, -0.2409, 0.0152], [-0.0874, 0.0525, 0.1175], [0.1519, -0.0899, 0.0309], [-0.2709, 0.4227, -0.0759], [0.3865, -0.2404, -0.1309], [-0.0289, 0.0119, 0.0189], [-0.0017, -0.0255, 0.0067], [0.0073, -0.0056, -0.0129], [-0.0263, -0.0070, -0.0097], [-0.1697, -0.0968, -0.1597], [0.6539, -0.1745, -0.1596], [-0.2144, -0.0483, 0.0978], [-0.0383, 0.0909, 0.1987], [-0.1840, -0.1698, 0.2302], [-0.2295, 0.4373, -0.1188]]
}